Record 1
Computed, not measured: a gas-phase ion, C5H9N (charge -1) in a non-equilibrium geometry, with ωB97M-V/def2-TZVPD.

Last column: natural (NBO) charge in e.
CARTESIAN COORDINATES (ANGSTROEM)
N: -0.75927 2.45307 1.55740  -0.85
C: 0.01050 1.33633 1.15224  -0.24
C: 0.60599 -2.52846 -1.97012  -0.65
C: -0.06151 -1.72879 -1.13127  -0.23
C: 0.41860 -0.49330 -0.38840  -0.39
C: -0.48317 0.43964 0.04968  -0.41
H: -1.27492 2.31373 2.43598  0.34
H: -0.22805 3.34280 1.75509  0.34
H: 0.16900 0.62776 1.94038  0.15
H: 1.04392 1.73055 0.98323  0.13
H: -0.03066 -3.17159 -2.55372  0.16
H: 1.59342 -2.32955 -2.34044  0.16
H: -1.04727 -2.12143 -0.87896  0.16
H: 1.46279 -0.39900 -0.22267  0.16
H: -1.41936 0.52824 -0.38842  0.18

Forces on atoms 1 to 2 (eV/Å):
N -1.4 3.0 1.6
C 1.4 -0.8 -0.7

Properties
E	-6817.7972	eV
2S+1	2
frontier orbital gap (alpha / beta)	3.4 / 6.7	eV
lowest unoccupied orbital energy (alpha / beta)	4.121 / 4.044	eV
total charge	-1
energy relative to the best compared isomer or geometry (same formula, charge and spin)	21.6	kcal per mole

***

Record 2
Computed, not measured: C5H9N in the gas phase in a non-equilibrium geometry, with ωB97M-V/def2-TZVPD.

Last column: natural (NBO) charge in e.
CARTESIAN COORDINATES (ANGSTROEM)
H: -1.49175 -1.98238 0.88924  0.33
N: -2.07252 -1.14568 0.68751  -0.58
C: -1.33762 -0.23628 0.42918  0.31
C: -1.10546 1.03134 -0.15185  -0.48
C: 0.02461 0.07409 0.07297  -0.13
C: 1.20384 0.41644 0.96343  -0.58
C: 0.62225 -0.62258 -1.18737  -0.59
H: -1.41711 1.18198 -1.18356  0.23
H: -1.24870 1.86438 0.56320  0.23
H: 1.62434 1.29308 0.44833  0.21
H: 1.84619 -0.38953 0.99101  0.21
H: 0.89633 0.80588 1.88036  0.21
H: 0.73892 -1.75284 -1.06995  0.21
H: 1.65082 -0.28664 -1.28238  0.21
H: 0.06586 -0.25128 -2.05013  0.21

Forces on atoms 1 to 2 (eV/Å):
H -0.6 0.4 0.1
N -3.1 -4.2 1.4

Properties
E	-6818.5037	eV
2S+1	1
frontier orbital gap	9.8	eV
lowest unoccupied orbital energy	0.900	eV
energy relative to the best compared isomer or geometry (same formula, charge and spin)	57.4	kcal per mole

***

Record 3
Computed, not measured: C5H9N in the gas phase in a non-equilibrium geometry, with ωB97M-V/def2-TZVPD.

Last column: natural (NBO) charge in e.
CARTESIAN COORDINATES (ANGSTROEM)
C: 0.86561 1.52491 -1.62064  -0.41
C: 1.49282 0.62847 -0.86795  -0.15
C: 1.14862 0.18874 0.55323  -0.48
C: -0.03424 -0.75588 0.59956  -0.23
C: -1.30543 -0.42379 0.34857  -0.01
N: -2.45756 -1.28797 0.54589  -0.82
H: 1.41469 1.87013 -2.48561  0.21
H: -0.08367 1.95721 -1.34102  0.20
H: 2.43883 0.14297 -1.10157  0.19
H: 0.82881 1.02951 1.17588  0.22
H: 1.99788 -0.33152 0.97799  0.22
H: 0.09947 -1.81059 0.84355  0.19
H: -1.60268 0.61746 0.28035  0.17
H: -2.06118 -2.22559 0.58143  0.35
H: -2.74197 -1.12406 1.51033  0.36

Forces on atoms 1 to 2 (eV/Å):
C 1.0 -0.5 0.3
C 0.4 -0.1 1.3

Properties
E	-6819.0930	eV
2S+1	1
frontier orbital gap	9.8	eV
lowest unoccupied orbital energy	1.137	eV
energy relative to the best compared isomer or geometry (same formula, charge and spin)	43.9	kcal per mole

***

Record 4
Computed, not measured: C5H9N in the gas phase in a non-equilibrium geometry, with ωB97M-V/def2-TZVPD.

Last column: natural (NBO) charge in e.
CARTESIAN COORDINATES (ANGSTROEM)
C: -0.10303 -1.13218 1.21771  -0.61
C: 0.31940 0.17863 0.55263  -0.21
C: 1.14197 -0.04638 -0.74178  -0.65
C: -0.90006 1.00367 0.05959  -0.51
C: -1.10696 0.61289 -1.34378  0.30
N: -1.26933 0.22555 -2.42260  -0.35
H: -0.73089 -0.97561 2.10499  0.21
H: 0.77719 -1.70200 1.53659  0.22
H: -0.66389 -1.74734 0.50747  0.21
H: 0.87877 0.76545 1.30244  0.21
H: 1.74970 -0.94200 -0.70078  0.21
H: 1.76515 0.83461 -0.94031  0.21
H: 0.46729 -0.20603 -1.64278  0.25
H: -0.70599 2.08144 0.11217  0.25
H: -1.83921 0.79774 0.58526  0.25

Forces on atoms 1 to 2 (eV/Å):
C 0.0 -0.1 -0.1
C 0.0 -0.1 -0.4

Properties
E	-6820.0686	eV
2S+1	1
frontier orbital gap	11.7	eV
lowest unoccupied orbital energy	0.899	eV
energy relative to the best compared isomer or geometry (same formula, charge and spin)	21.4	kcal per mole

***

Record 5
Computed, not measured: C5H9N in the gas phase in a non-equilibrium geometry, with ωB97M-V/def2-TZVPD.

Last column: natural (NBO) charge in e.
CARTESIAN COORDINATES (ANGSTROEM)
C: 3.02083 0.60812 -1.67966  -0.24
C: 2.26693 0.09193 -0.90102  -0.02
C: 1.22384 -0.53050 -0.07747  -0.30
N: -0.09751 0.01145 -0.37692  -0.61
C: -1.00574 -0.43903 0.67633  -0.22
C: -2.26556 0.36876 0.60270  -0.61
H: 3.77950 1.03732 -2.32025  0.24
H: 1.26062 -1.63264 -0.34206  0.22
H: 1.50324 -0.44827 0.98536  0.19
H: -0.09677 1.05929 -0.47709  0.37
H: -0.55246 -0.32769 1.67258  0.16
H: -1.25684 -1.53811 0.61118  0.19
H: -3.02610 0.06966 1.34864  0.22
H: -2.74735 0.18372 -0.34956  0.21
H: -2.00663 1.48599 0.62722  0.20

Forces on atoms 1 to 2 (eV/Å):
C 0.6 0.1 -0.1
C -0.2 0.2 -0.3

Properties
E	-6818.5804	eV
2S+1	1
frontier orbital gap	10.2	eV
lowest unoccupied orbital energy	1.088	eV
energy relative to the best compared isomer or geometry (same formula, charge and spin)	55.7	kcal per mole

***

Record 6
Computed, not measured: C5H9N in the gas phase, with ωB97M-V/def2-TZVPD.

Last column: natural (NBO) charge in e.
CARTESIAN COORDINATES (ANGSTROEM)
C: -0.45807 1.49973 -0.31976  -0.61
C: -0.50786 0.13603 0.37781  -0.29
C: -0.79194 -0.97134 -0.57114  -0.49
C: 0.84064 -0.12009 1.14681  -0.49
C: 1.82085 -0.70359 0.16810  0.27
N: 1.40249 -1.26328 -0.82146  -0.58
H: -0.23420 2.31008 0.38349  0.21
H: -1.41217 1.73181 -0.80515  0.21
H: 0.31988 1.50306 -1.09258  0.21
H: -1.25547 0.16743 1.18625  0.23
H: -1.33700 -0.70056 -1.48144  0.19
H: -1.16285 -1.90359 -0.13386  0.19
H: 0.84559 -1.58280 -1.60349  0.48
H: 0.71637 -0.88578 1.92551  0.24
H: 1.21375 0.78291 1.64090  0.23

Forces on atoms 1 to 2 (eV/Å):
C 0.0 0.0 0.0
C 0.1 0.0 0.0

Properties
E	-6816.6811	eV
2S+1	1
frontier orbital gap (alpha / beta)	8.2 / 8.0	eV
lowest unoccupied orbital energy (alpha / beta)	0.780 / 0.802	eV
energy relative to the best compared isomer or geometry (same formula, charge and spin)	99.5	kcal per mole

***

E of number 3 (C5H9N)?
-6819.0930 eV

***

The highest energy relative to the best compared isomer or geometry (same formula, charge and spin) belongs to which entry?
number 6

***

Which value of 2S+1 does entry 4 give?
1

***

The lowest E belongs to which entry?
number 4